This record from the OMol25 dataset describes a 2-piece molecular cluster, C21H16Cl2N4O2S overall. The level of theory is the ωB97M-V functional and the def2-TZVPD basis.

Geometry as XYZ:
```
46
Properties=species:S:1:pos:R:3:nbo_charge:R:1
N -3.35282 -2.61460 3.66788 -0.20
C -2.37958 -1.97128 3.58448 0.24
C -1.17597 -1.21685 3.50288 -0.10
C -1.17158 0.13801 3.32009 -0.11
C -2.37232 0.87958 3.45811 0.26
N -3.35299 1.49135 3.64140 -0.21
C 0.07226 0.91692 3.43075 0.48
O 0.03046 2.14326 3.42868 -0.42
C 1.34020 0.13306 3.53964 -0.11
Cl 2.78066 1.03545 3.61416 0.12
C 1.33714 -1.23131 3.61398 -0.13
Cl 2.76952 -2.13895 3.66463 0.12
C 0.06474 -2.01393 3.59690 0.49
O 0.01548 -3.23278 3.64490 -0.43
C 0.46202 1.54136 -0.29238 -0.61
C -0.22727 0.78258 -1.41390 -0.21
C 0.66426 0.53972 -2.62391 -0.61
C -1.51158 1.55852 -1.74007 -0.06
C -2.24586 1.01219 -2.94121 -0.43
C -3.61062 1.63214 -3.10759 -0.20
N -4.27000 1.73198 -1.79734 -0.44
C -5.65103 1.87018 -1.65808 0.23
C -6.02968 1.99756 -0.31568 -0.25
C -7.38241 2.06480 0.01401 -0.19
C -8.32723 1.94659 -1.01870 -0.23
C -7.92878 1.77518 -2.35685 -0.20
C -6.56944 1.74996 -2.69456 -0.27
S -4.65120 1.97123 0.75205 0.38
C -3.56035 1.73000 -0.62421 0.31
N -2.29956 1.54322 -0.48815 -0.56
H 0.83574 2.50473 -0.65743 0.20
H -0.25421 1.73082 0.51588 0.24
H 1.29496 0.96879 0.12230 0.20
H -0.55107 -0.20408 -1.03809 0.20
H 0.99655 1.48458 -3.06911 0.20
H 1.54647 -0.02639 -2.31494 0.21
H 0.15314 -0.04906 -3.39268 0.21
H -1.22489 2.61355 -1.97114 0.18
H -1.65638 1.20106 -3.84847 0.22
H -2.34426 -0.07869 -2.83425 0.21
H -3.51913 2.64077 -3.54673 0.20
H -4.23814 1.00524 -3.74774 0.21
H -7.65526 2.19640 1.05960 0.22
H -9.38979 1.98232 -0.77881 0.22
H -8.66798 1.65820 -3.14682 0.22
H -6.21589 1.61730 -3.72133 0.22
```

Its multiplicity is 1. Its SMILES is N#CC1=C(C#N)C(=O)C(Cl)=C(Cl)C1=O.CC(C)[C@H]1CCN2C(=N1)Sc1ccccc12. The HOMO energy comes out at -0.284 Ha. The calculation puts the LUMO energy at -3.126 eV. As for the total energy: -67970.297 eV.

***

This record from the OMol25 dataset describes C29H50BN6O4RuS3 as an isolated structure. The level of theory is the ωB97M-V functional and the def2-TZVPD basis.

Geometry as XYZ:
```
94
Properties=species:S:1:pos:R:3:mulliken_charge:R:1
Ru 0.19482 0.51993 0.37078 2.74
C 3.21657 1.20910 1.14932 -0.06
C 3.20485 2.23738 0.01334 -0.90
O 1.95185 2.21259 -0.65992 -0.20
C 1.41273 3.48449 -0.99158 -0.84
C -0.07565 3.54842 -0.61507 -0.20
O -0.17645 2.98329 0.67596 -0.18
C -1.40550 3.11386 1.36682 -0.65
C -1.13305 2.65149 2.80395 -0.53
O -0.44210 1.40947 2.79801 -0.02
C 0.62096 1.29830 3.73798 -0.76
C 1.84674 0.68083 3.05586 -0.48
O 2.02042 1.42457 1.86675 -0.19
H 4.09268 1.37966 1.78973 0.62
H 3.25475 0.17732 0.76415 -0.33
H 4.00625 2.02359 -0.70301 0.30
H 3.36864 3.22502 0.45460 0.56
H 1.53682 3.66449 -2.06616 0.35
H 1.94143 4.26712 -0.44049 0.50
H -0.68523 2.97676 -1.33067 -0.35
H -0.41107 4.59337 -0.61799 0.69
H -2.18901 2.49725 0.89714 0.09
H -1.73349 4.15964 1.38457 0.55
H -2.07813 2.53948 3.34774 0.33
H -0.52878 3.41484 3.30270 0.43
H 0.30355 0.67238 4.57904 0.31
H 0.89241 2.28910 4.11469 0.53
H 1.67688 -0.38658 2.83365 0.04
H 2.72804 0.77331 3.70327 0.58
C -3.11652 1.22417 -5.40923 -1.69
C -2.19335 1.62461 -4.25193 1.14
C -1.06191 2.53115 -4.73893 -1.32
C -3.04005 2.36457 -3.22342 -1.98
N -1.59102 0.38497 -3.71518 0.47
C -1.01856 -0.53057 -4.55655 -0.55
C -0.71450 -1.63276 -3.83277 -1.24
N -1.07370 -1.40309 -2.53695 0.40
B -1.11176 -2.57978 -1.53621 0.37
N 0.30993 -2.96942 -1.08182 0.12
C 0.58997 -4.25297 -0.71702 -1.07
C 1.93229 -4.36696 -0.57771 -0.67
N 2.49215 -3.15478 -0.87299 0.44
C 1.47869 -2.30074 -1.14024 0.07
S 1.58818 -0.61215 -1.41866 -0.47
C 3.95424 -2.95411 -0.86094 1.21
C 4.36941 -1.71809 -1.65329 -1.96
C 4.38236 -2.83124 0.60337 -1.22
C 4.60176 -4.17062 -1.53287 -1.78
N -2.04543 -2.30946 -0.34023 0.46
C -3.39270 -2.50965 -0.44879 -1.18
C -3.93246 -2.44791 0.79280 -0.51
N -2.91970 -2.21063 1.67815 0.40
C -1.77768 -2.10076 0.96195 -0.05
S -0.21972 -1.70820 1.56596 -0.59
C -3.04099 -2.24200 3.14793 1.15
C -2.18043 -3.40552 3.65030 -1.52
C -4.49713 -2.47518 3.54589 -2.20
C -2.57204 -0.90684 3.72622 -1.25
C -1.56521 -0.14958 -2.47276 0.08
S -1.95875 0.62752 -0.99615 -0.46
H -3.63011 2.10826 -5.77559 0.48
H -3.86685 0.51526 -5.06643 0.39
H -2.57862 0.79190 -6.24686 0.44
H -1.48610 3.46173 -5.10194 0.48
H -0.49821 2.07899 -5.55061 0.38
H -0.37391 2.75685 -3.92652 0.10
H -3.62432 3.11993 -3.74007 0.57
H -2.43129 2.87218 -2.48197 0.25
H -3.73350 1.69867 -2.71940 0.52
H -0.85406 -0.34312 -5.59566 0.61
H -0.28211 -2.56192 -4.13999 0.72
H -1.56004 -3.51794 -2.11252 -0.11
H -0.18149 -4.98374 -0.58711 0.71
H 2.51049 -5.21757 -0.29007 0.59
H 4.11785 -0.79490 -1.14038 0.23
H 3.90710 -1.71604 -2.63703 0.49
H 5.44740 -1.73950 -1.78855 0.57
H 3.85161 -2.01303 1.08995 0.02
H 5.44908 -2.63640 0.65738 0.46
H 4.17220 -3.74607 1.15283 0.40
H 4.14487 -4.34956 -2.50430 0.42
H 4.53094 -5.07263 -0.93340 0.45
H 5.65724 -3.97022 -1.68992 0.47
H -3.85938 -2.69516 -1.39464 0.70
H -4.95241 -2.56476 1.08758 0.61
H -2.50094 -4.34022 3.19414 0.40
H -2.27853 -3.50443 4.72706 0.50
H -1.13158 -3.24388 3.41476 0.26
H -4.86865 -3.42941 3.18086 0.53
H -5.13992 -1.67249 3.19255 0.49
H -4.55874 -2.49190 4.63042 0.44
H -1.55475 -0.67714 3.42063 -0.03
H -2.59995 -0.95452 4.81099 0.54
H -3.22539 -0.10063 3.39906 0.41
```

Its multiplicity is 2. The net charge is +2. The HOMO energy (spin up / spin down) comes out at -0.488 / -0.488 Ha. The calculation puts the LUMO energy (spin up / spin down) at -7.136 / -6.337 eV. As for the total energy: -83767.986 eV.

***

This record from the OMol25 dataset describes C42H52N8O4S6TeTi as an isolated structure. The level of theory is the ωB97M-V functional and the def2-TZVPD basis.

Geometry as XYZ:
```
114
Properties=species:S:1:pos:R:3:mulliken_charge:R:1
Ti 0.76015 -0.52290 0.24526 -0.76
O -1.81993 -4.91374 -1.12854 -0.72
C -1.35988 -4.48879 -2.31144 0.42
C -1.88180 -5.07653 -3.46321 -0.64
C -1.44919 -4.68687 -4.72168 -0.39
C -0.48436 -3.69399 -4.85126 -0.98
C 0.03105 -3.09642 -3.71131 -0.32
C -0.38446 -3.47135 -2.43115 0.43
C 0.14673 -2.76933 -1.25704 0.23
O 0.83678 -1.65732 -1.42661 -0.10
N -0.12422 -3.23049 -0.06360 -0.93
N 0.39452 -2.41890 0.89754 0.89
C 0.45805 -2.90908 2.14914 -1.52
C 1.28683 -2.30828 3.12030 1.00
C 1.26696 -2.76652 4.45691 -1.03
C 2.10182 -2.24640 5.42651 -0.57
C 2.99038 -1.22912 5.09314 -1.01
C 3.01442 -0.73828 3.78762 -0.28
C 2.18581 -1.24057 2.78776 0.10
O 2.18078 -0.66512 1.58265 1.01
H -1.35403 -4.39375 -0.41446 0.54
H -2.63757 -5.84323 -3.33957 0.42
H -1.87196 -5.15786 -5.60256 0.35
H -0.14604 -3.37953 -5.83170 0.40
H 0.76028 -2.29783 -3.78324 0.41
H -0.10563 -3.80652 2.38294 0.34
H 0.55139 -3.54068 4.71542 0.39
H 2.03608 -2.60696 6.44687 0.37
H 3.63520 -0.78991 5.84638 0.44
H 3.65527 0.09997 3.53647 0.08
C -2.65957 2.86854 0.59811 -0.88
N -1.75919 3.96016 0.25324 0.46
C -1.70790 5.01260 1.24581 -1.05
C -0.73948 3.80474 -0.64006 -0.45
N -0.28124 2.65345 -0.97021 0.64
C 0.41779 2.42718 -2.15107 -0.50
C -0.02521 2.93130 -3.38252 -0.32
C 0.62535 2.65614 -4.57267 -0.89
C 1.75046 1.84987 -4.56840 -1.04
C 2.18813 1.31439 -3.36836 -0.63
C 1.55117 1.57816 -2.15288 0.11
N 2.06865 0.91255 -1.00823 1.34
C 3.33627 1.09707 -0.75853 -1.15
N 3.94579 2.33349 -0.86540 0.97
C 3.14479 3.52656 -0.73239 -0.51
C 5.17375 2.48414 -1.61198 -1.34
N 4.15692 0.11312 -0.32440 0.64
C 3.90849 -1.28562 -0.63806 -1.05
C 5.07549 0.37094 0.77894 -1.26
N -0.26743 5.01790 -1.20773 0.88
C 0.99731 5.57364 -0.79855 -0.74
C -1.23485 5.97900 -1.67553 -1.22
H -3.68780 3.15681 0.34706 0.39
H -2.60169 2.64635 1.66274 0.39
H -2.37025 1.96911 0.07050 -0.14
H -1.38929 4.59207 2.20555 0.20
H -2.69787 5.45992 1.37288 0.31
H -1.00544 5.79261 0.96291 0.31
H -0.91447 3.54761 -3.39289 0.38
H 0.24042 3.05901 -5.50222 0.35
H 2.26209 1.60692 -5.49210 0.37
H 3.02983 0.63045 -3.35351 0.44
H 2.27989 3.29367 -0.10889 -0.65
H 2.80696 3.91463 -1.70144 0.44
H 3.73912 4.29849 -0.23279 0.44
H 5.67616 1.52305 -1.69847 0.44
H 5.84377 3.18836 -1.10826 0.29
H 4.96719 2.86553 -2.62073 0.29
H 3.04962 -1.37892 -1.29660 0.14
H 3.69699 -1.85116 0.26827 0.19
H 4.79286 -1.69958 -1.13663 0.47
H 5.69360 -0.51423 0.91989 0.42
H 4.51219 0.55583 1.69409 0.12
H 5.72892 1.21924 0.58127 0.42
H 1.57301 4.82885 -0.25646 0.08
H 0.86276 6.44094 -0.13343 0.39
H 1.58087 5.90437 -1.66530 0.25
H -2.13953 5.46800 -2.00239 0.34
H -0.81555 6.51785 -2.53255 0.32
H -1.52136 6.72680 -0.92017 0.36
Te -3.44199 -2.41116 2.16838 -0.17
C -5.41063 -2.63340 1.41908 -0.48
C -6.50206 -1.93857 1.96084 -0.25
C -7.77881 -2.04917 1.42453 -0.45
C -8.01410 -2.85520 0.31581 -0.36
C -6.94596 -3.55012 -0.24145 -0.54
C -5.67096 -3.43958 0.29963 -0.27
H -6.33442 -1.30017 2.82093 0.36
H -8.59776 -1.49807 1.87601 0.33
H -9.00998 -2.94187 -0.10370 0.34
H -7.10546 -4.18534 -1.10687 0.36
H -4.84744 -3.98759 -0.14720 0.42
C -3.83189 -0.15077 -0.61272 -1.06
S -2.26997 -1.00898 -0.86808 0.98
C -1.95826 -0.41933 -2.55413 -0.75
O -1.22747 -0.19046 -0.09000 0.62
H -3.96291 0.65043 -1.34219 0.39
H -3.82303 0.21764 0.40930 0.37
H -4.61434 -0.90767 -0.68562 0.35
H -2.68652 -0.86985 -3.23179 0.51
H -0.95390 -0.74598 -2.81466 -0.15
H -2.01740 0.67019 -2.56515 0.29
C 2.29385 4.88407 3.14665 -0.29
S 3.24002 3.40879 3.60289 -0.15
C 1.96733 2.41988 4.27856 -0.11
C 0.98330 1.81338 3.56260 -0.50
S 0.69827 1.95975 1.87609 -0.16
S -0.10131 0.83651 4.54608 0.15
C 0.59807 1.13987 6.09687 0.10
S 0.03374 0.50379 7.51885 -0.29
S 1.93860 2.20854 6.01378 -0.30
H 2.97514 5.55304 2.61600 0.34
H 1.90094 5.38865 4.02878 0.40
H 1.48370 4.58525 2.47940 -0.36
```

Its multiplicity is 3. The net charge is -2. The HOMO energy (spin up / spin down) comes out at 0.012 / -0.047 Ha. The calculation puts the LUMO energy (spin up / spin down) at 3.553 / 3.552 eV. As for the total energy: -159931.739 eV.

***

no.,strongest force on any atom (eV Å⁻¹)
1,3.16
2,2.28
3,0.59